Density functional theory data (the ωB97M-V functional and the def2-TZVPD basis) for a molecular structure, C52H60ClGaO28P at a distorted geometry.

Each line ends with the Löwdin charge.
Atoms and positions in Å:
C: 3.227 -1.445 -1.572  -0.109
C: 2.273 -0.235 -1.737  -0.226
C: 2.970 0.929 -2.460  -0.264
C: 2.755 2.301 -1.825  -0.382
C: 3.605 3.348 -2.548  -0.164
Ga: 0.801 2.957 -1.740  0.471
C: -0.514 1.785 -2.794  -0.223
C: -0.036 1.679 -4.243  -0.275
C: -0.999 1.210 -5.336  -0.208
C: -2.424 1.741 -5.258  -0.161
C: -3.391 0.882 -4.426  -0.207
O: -4.436 0.456 -5.292  -0.171
C: -5.285 -0.595 -4.870  -0.275
C: -5.489 -0.778 -3.377  -0.078
C: 0.809 4.889 -2.461  -0.284
P: -0.733 5.707 -2.701  0.339
O: -0.701 6.853 -3.631  -0.316
O: -1.248 6.182 -1.252  -0.171
O: -1.840 4.652 -3.217  -0.154
C: 0.223 2.901 0.262  -0.643
Cl: 0.308 4.552 1.029  0.616
C: -1.111 2.224 0.557  -0.348
C: -2.370 3.033 0.255  -0.110
H: 4.068 -1.346 -2.247  0.056
H: 3.572 -1.598 -0.554  0.045
H: 2.720 -2.368 -1.856  0.054
H: 1.926 0.101 -0.761  0.090
H: 1.394 -0.607 -2.258  0.092
H: 2.736 0.995 -3.522  0.094
H: 4.039 0.700 -2.416  0.092
H: 3.144 2.225 -0.804  0.084
H: 3.504 4.312 -2.056  0.056
H: 3.309 3.443 -3.590  0.067
H: 4.670 3.098 -2.503  0.064
H: -0.551 0.798 -2.328  0.040
H: -1.503 2.231 -2.699  0.013
H: 0.403 2.631 -4.544  0.095
H: 0.786 0.965 -4.223  0.078
H: -0.989 0.123 -5.419  0.107
H: -0.583 1.574 -6.278  0.102
H: -2.833 1.719 -6.266  0.106
H: -2.434 2.780 -4.938  0.101
H: -3.799 1.479 -3.611  0.114
H: -2.838 0.039 -4.014  0.119
H: -6.249 -0.351 -5.316  0.084
H: -4.968 -1.545 -5.311  0.121
H: -6.302 -1.484 -3.230  0.074
H: -4.607 -1.225 -2.921  0.071
H: -5.690 0.154 -2.862  0.077
H: 1.268 4.864 -3.446  0.033
H: 1.387 5.561 -1.833  0.033
H: -1.088 5.506 -0.577  -0.036
H: -2.294 4.216 -2.492  0.040
H: 0.986 2.325 0.782  0.025
H: -1.147 1.976 1.624  0.086
H: -1.146 1.276 0.025  0.093
H: -2.251 4.087 0.475  0.038
H: -3.183 2.678 0.889  0.071
H: -2.715 2.879 -0.767  0.055
C: 4.522 -2.595 3.033  0.008
C: 5.265 -2.429 4.134  -0.210
C: 4.981 -1.342 5.135  -0.308
O: 5.707 -1.286 6.112  0.091
C: 3.874 -0.445 4.882  0.088
C: 3.137 -0.593 3.768  -0.205
C: 3.412 -1.691 2.773  -0.259
O: 2.717 -1.758 1.778  0.068
O: 2.126 0.200 3.459  0.145
O: 6.303 -3.196 4.441  0.120
H: 4.723 -3.370 2.306  0.118
H: 3.683 0.338 5.601  0.143
H: 1.764 -0.105 2.605  0.130
H: 6.649 -2.849 5.286  0.118
C: -3.181 6.975 4.590  0.068
C: -2.274 6.172 4.005  -0.230
C: -2.189 4.698 4.335  -0.310
O: -1.361 4.031 3.756  0.096
C: -3.107 4.167 5.334  0.073
C: -4.002 4.975 5.911  -0.245
C: -4.102 6.435 5.563  -0.325
O: -4.962 7.083 6.135  0.088
O: -4.875 4.574 6.829  0.103
O: -1.411 6.622 3.115  0.114
H: -3.252 8.028 4.359  0.134
H: -3.030 3.119 5.577  0.131
H: -5.395 5.368 7.061  0.113
H: -0.840 5.892 2.797  0.053
C: 2.735 -3.138 11.110  0.070
C: 4.013 -2.951 11.469  -0.242
C: 5.064 -2.492 10.491  -0.316
O: 6.196 -2.346 10.918  0.099
C: 4.660 -2.269 9.122  0.073
C: 3.386 -2.453 8.755  -0.219
C: 2.326 -2.895 9.731  -0.313
O: 1.188 -3.026 9.331  0.119
O: 3.025 -2.238 7.499  0.096
O: 4.467 -3.152 12.700  0.105
H: 1.978 -3.467 11.808  0.132
H: 5.406 -1.962 8.402  0.117
H: 2.091 -2.468 7.315  0.084
H: 5.419 -2.937 12.669  0.115
C: -7.038 -0.321 -9.805  0.069
C: -6.837 0.109 -8.547  -0.224
C: -7.989 0.525 -7.660  -0.304
O: -7.733 0.871 -6.525  0.110
C: -9.334 0.491 -8.211  0.073
C: -9.522 0.068 -9.466  -0.243
C: -8.380 -0.380 -10.339  -0.323
O: -8.660 -0.764 -11.462  0.092
O: -10.712 0.000 -10.050  0.108
O: -5.632 0.204 -8.015  0.128
H: -6.225 -0.622 -10.449  0.134
H: -10.148 0.809 -7.575  0.134
H: -10.546 -0.342 -10.950  0.116
H: -5.708 0.560 -7.106  0.095
C: 2.303 -3.467 4.153  0.085
C: 2.454 -3.553 2.822  -0.264
C: 1.391 -3.076 1.865  -0.375
O: 1.624 -3.187 0.678  0.093
C: 0.164 -2.528 2.413  0.108
C: 0.015 -2.444 3.741  -0.229
C: 1.085 -2.899 4.691  -0.275
O: 0.873 -2.747 5.884  0.083
O: -1.071 -1.960 4.326  0.126
O: 3.530 -4.050 2.238  0.071
H: 3.062 -3.798 4.849  0.155
H: -0.599 -2.199 1.725  0.147
H: -0.913 -2.012 5.288  0.123
H: 3.374 -3.975 1.275  0.154
C: 4.110 -7.419 -3.400  0.072
C: 4.063 -6.177 -3.902  -0.235
C: 4.337 -4.961 -3.054  -0.306
O: 4.287 -3.876 -3.594  0.119
C: 4.634 -5.151 -1.644  0.079
C: 4.675 -6.392 -1.144  -0.237
C: 4.427 -7.608 -1.997  -0.316
O: 4.504 -8.696 -1.454  0.100
O: 4.934 -6.662 0.130  0.108
O: 3.779 -5.906 -5.166  0.121
H: 3.918 -8.297 -3.999  0.134
H: 4.809 -4.270 -1.043  0.130
H: 4.903 -7.634 0.211  0.118
H: 3.816 -4.932 -5.248  0.123

Force components x, y, z for each atom (eV/Å):
-0.656 -0.164 -0.249
0.477 -0.457 -0.128
0.134 0.228 0.455
-0.350 0.147 -0.210
0.127 -0.208 0.530
0.081 -0.181 0.095
0.334 0.177 0.272
0.012 -0.219 0.415
0.194 0.429 -0.179
-0.289 -0.441 -0.153
0.516 0.531 -0.258
-0.122 -0.007 -0.070
-0.468 0.003 0.065
0.560 -0.219 -0.082
-0.598 -0.525 0.197
0.414 1.207 -0.731
-0.107 -0.230 0.155
-0.299 -0.349 -0.037
-0.128 -0.003 0.047
-0.146 -0.485 -0.772
0.170 0.182 0.170
-0.033 0.487 0.829
-0.210 -0.537 -0.042
0.282 -0.028 -0.020
0.185 0.204 0.144
-0.017 -0.089 0.067
-0.046 0.090 0.158
-0.198 0.289 -0.178
-0.179 -0.250 -0.134
0.249 0.102 -0.118
-0.103 0.052 0.210
-0.058 0.229 -0.149
0.015 0.118 -0.172
0.121 -0.110 -0.196
-0.134 -0.167 0.004
-0.169 -0.055 -0.155
-0.061 0.176 -0.156
0.266 0.038 -0.170
-0.205 -0.162 0.121
0.084 -0.097 -0.153
-0.108 0.109 -0.128
0.063 0.107 0.131
-0.130 -0.120 0.220
-0.092 -0.234 0.119
-0.091 -0.125 0.048
0.249 -0.059 0.000
-0.208 0.054 0.076
0.080 0.051 0.107
-0.235 0.138 0.021
0.131 -0.008 -0.138
0.195 0.044 0.096
0.247 0.133 0.198
-0.015 -0.158 0.091
0.196 0.104 0.108
-0.028 -0.041 0.103
0.112 -0.105 -0.208
0.043 0.180 -0.053
-0.111 -0.004 0.036
0.098 0.218 -0.203
4.875 4.401 0.766
-0.418 0.661 -0.140
-0.243 -0.242 0.110
0.143 0.072 0.020
-0.041 0.158 -0.024
0.241 -0.105 0.401
2.778 1.848 1.569
2.476 4.779 -0.482
-0.267 -0.037 -0.192
0.245 -0.174 0.052
3.048 2.546 0.874
-0.042 0.022 -0.027
-0.010 0.146 0.028
-0.012 0.013 0.016
-0.126 0.066 0.094
0.017 0.183 -0.045
-0.188 -0.103 0.163
0.076 0.005 0.034
0.075 -0.030 -0.065
0.040 -0.216 0.019
0.201 0.231 -0.244
-0.095 -0.054 0.125
-0.041 -0.007 0.038
0.119 -0.056 -0.018
0.028 0.001 -0.048
-0.014 -0.082 0.017
-0.012 0.070 -0.021
-0.161 -0.178 0.011
-0.027 -0.002 -0.064
-0.229 -0.062 0.075
-0.149 0.027 -0.336
0.038 -0.042 0.164
0.447 0.016 0.153
0.092 0.111 -0.385
-0.031 -0.012 0.205
-0.023 -0.014 -0.114
-0.090 -0.082 0.023
0.041 0.004 0.059
0.005 0.002 0.018
-0.006 0.066 0.029
-0.082 -0.081 0.143
0.046 0.022 -0.033
-0.117 -0.090 -0.171
0.245 0.051 -0.092
-0.215 0.023 -0.106
0.053 0.092 0.038
0.024 0.007 0.113
-0.127 0.064 0.155
0.436 -0.012 0.080
-0.172 -0.006 -0.089
-0.048 -0.012 -0.033
-0.276 0.029 0.015
0.036 0.008 0.028
-0.013 -0.001 -0.007
0.053 -0.025 -0.044
0.212 0.020 0.053
-0.831 -0.523 0.791
-2.215 -3.474 0.266
-1.271 -1.149 -0.847
-1.596 -2.433 -0.910
-0.034 -0.052 0.067
-0.061 -0.074 -0.069
0.503 -0.319 -0.307
-0.281 0.095 0.269
-0.069 0.028 0.131
-6.397 -6.255 -1.627
-0.048 0.091 -0.024
-0.022 0.047 -0.072
0.018 0.035 0.016
-0.556 -0.069 -0.592
0.023 -0.132 0.094
-0.039 -0.181 -0.077
0.030 0.116 0.431
0.017 -0.041 -0.305
-0.005 0.074 -0.003
0.029 0.177 0.065
-0.101 -0.060 -0.386
0.031 0.009 0.168
-0.008 0.006 0.021
0.018 0.056 -0.004
-0.001 0.011 -0.024
0.022 0.028 -0.025
-0.007 -0.063 -0.014
-0.003 0.042 0.011

## Properties
* DFT total energy: -186410.323 eV
* orbital gap: 4.71 eV
* charge: -1